No. 1
Density functional theory data (ωB97M-V/def2-TZVPD) for C5H11FO in the gas phase at a distorted geometry.

* net charge: 0
* LUMO level: 1.00 eV
* HOMO-LUMO gap: 11.54 eV
* electronic energy: -10127.14535 eV
* molar mass: 106.1 g mol⁻¹
* HOMO level: -10.53 eV
* relative energy (zero: lowest compared OMol25 entry of this formula, charge and spin): 0.511 eV

Geometry (Å):
C1 2.351 -0.044 1.433
O1 0.950 0.026 1.119
C2 0.646 0.406 -0.228
F1 0.581 1.816 -0.326
C3 -0.654 -0.332 -0.636
C4 -1.442 0.496 -1.595
C5 -1.527 -0.702 0.576
H1 2.376 0.155 2.552
H2 2.971 0.714 0.932
H3 2.681 -1.108 1.373
H4 1.539 0.189 -0.843
H5 -0.402 -1.361 -1.196
H6 -2.256 1.183 -1.388
H7 -0.736 1.051 -2.155
H8 -1.875 -0.208 -2.417
H9 -1.617 0.186 1.188
H10 -1.086 -1.426 1.336
H11 -2.499 -1.041 0.274

No. 2
Density functional theory data (ωB97M-V/def2-TZVPD) for a molecular structure, C5H11FO2Si at a distorted geometry.

* net charge: 0
* LUMO level: 0.00 eV
* HOMO-LUMO gap: 8.20 eV
* electronic energy: -20051.12982 eV
* molar mass: 150.2 g mol⁻¹
* HOMO level: -8.20 eV
* relative energy (zero: lowest compared OMol25 entry of this formula, charge and spin): 4.077 eV

Geometry (Å):
C1 -0.820 0.785 -1.359
C2 0.751 0.126 3.811
C3 -0.876 1.293 -3.714
C4 0.365 -0.869 2.730
C5 -0.307 -0.177 1.593
O1 -1.444 1.714 -0.935
O2 -0.560 0.455 -2.604
F1 0.654 -1.683 -0.723
Si1 -0.010 -0.345 -0.110
H1 1.277 -0.269 4.742
H2 1.205 0.885 3.299
H3 -0.092 0.850 4.088
H4 0.000 1.477 -4.314
H5 -0.981 2.362 -3.183
H6 -1.750 0.815 -4.123
H7 1.424 -1.160 2.320
H8 -0.201 -1.768 3.025
H9 -0.853 0.685 1.851
H10 1.429 -2.372 -3.122
H11 0.789 -2.804 -3.272

No. 3
Density functional theory data (ωB97M-V/def2-TZVPD) for a molecular structure, C5H11IN at a distorted geometry.

* net charge: +1
* LUMO level: -3.52 eV
* HOMO-LUMO gap: 9.72 eV
* electronic energy: -14945.96289 eV
* molar mass: 212.1 g mol⁻¹
* HOMO level: -13.25 eV
* relative energy (zero: lowest compared OMol25 entry of this formula, charge and spin): 1.319 eV

Geometry (Å):
C1 0.860 -0.103 0.359
C2 -0.572 0.100 -0.157
C3 -0.200 -0.626 1.952
C4 1.733 -1.128 -0.254
C5 -0.806 1.340 -0.986
N1 -1.241 0.139 1.192
I1 0.275 0.141 3.862
H1 1.356 0.810 0.670
H2 -0.907 -0.797 -0.687
H3 -0.365 -1.694 1.934
H4 1.188 -2.012 -0.580
H5 2.527 -1.423 0.429
H6 2.219 -0.690 -1.130
H7 -0.589 2.238 -0.413
H8 -1.825 1.392 -1.360
H9 -0.139 1.321 -1.843
H10 -1.264 1.107 1.542
H11 -2.199 -0.227 1.246

No. 4
Density functional theory data (ωB97M-V/def2-TZVPD) for a gas-phase ion, C5H11IN (charge +1) at a distorted geometry.

* net charge: +1
* LUMO level: -3.46 eV
* HOMO-LUMO gap: 10.18 eV
* electronic energy: -14944.70008 eV
* molar mass: 212.1 g mol⁻¹
* HOMO level: -13.65 eV
* relative energy (zero: lowest compared OMol25 entry of this formula, charge and spin): 2.581 eV

Geometry (Å):
C1 -0.760 -1.012 1.106
N1 -0.232 0.129 0.379
C2 -0.295 1.347 1.299
I1 -2.346 1.939 1.649
C3 -0.864 0.351 -0.981
C4 0.494 -0.092 -1.616
C5 1.170 0.125 -0.292
H1 -0.213 -1.059 2.149
H2 -1.735 -0.788 1.109
H3 -0.575 -1.807 0.531
H4 0.343 0.975 2.225
H5 0.190 2.358 0.963
H6 -1.000 1.397 -1.282
H7 -1.574 -0.337 -1.113
H8 0.271 -1.063 -1.977
H9 0.764 0.611 -2.470
H10 1.645 -0.726 0.205
H11 1.806 1.103 -0.248

No. 5
Density functional theory data (ωB97M-V/def2-TZVPD) for 2 unconnected molecules or ions with the total composition C5H11IN2 at a distorted geometry.

* net charge: 0
* LUMO level (spin up / spin down): -1.06 / -0.22 eV
* HOMO-LUMO gap (spin up / spin down): 7.59 / 8.44 eV
* electronic energy: -16438.76933 eV
* molar mass: 226.1 g mol⁻¹
* HOMO level (spin up / spin down): -8.65 / -8.65 eV
* relative energy (zero: lowest compared OMol25 entry of this formula, charge and spin): 3.783 eV

Geometry (Å):
C1 -0.138 -2.144 0.683
C2 1.632 -0.399 -0.368
C3 -0.433 1.871 -1.523
C4 0.192 -0.903 -0.188
C5 -0.722 0.191 0.318
N1 -0.968 1.888 1.779
N2 -0.259 1.043 1.155
I1 -2.881 -0.170 -0.019
H1 -1.131 -2.353 0.922
H2 0.470 -1.993 1.683
H3 0.355 -2.971 0.248
H4 1.932 -0.931 -1.235
H5 2.160 -0.712 0.591
H6 1.730 0.690 -0.502
H7 -1.391 1.936 -1.874
H8 0.213 1.274 -2.027
H9 0.010 2.526 -0.797
H10 -0.327 -1.257 -1.233
H11 -0.446 2.411 2.386